1.
DFT (wB97M-V/def2-TZVPD) results for a molecular structure, C15H22CrF3O12S in a non-equilibrium geometry.

XYZ file:
```
54
C15H22CrF3O12S (wB97M-V/def2-TZVPD)
Cr 0.9890 -0.8744 0.3961
C 1.4164 -4.0561 2.7751
C 1.1563 -2.9135 1.8863
O 0.9730 -1.7348 2.3309
O 1.0930 -3.0495 0.6330
H 0.4630 -4.3970 3.1832
H 2.0829 -3.7705 3.5870
H 1.8736 -4.8822 2.2383
C -1.1099 2.8011 -0.8369
F -1.8852 2.2834 0.1453
F -1.8343 3.6615 -1.5178
F -0.1227 3.4520 -0.2096
S -0.4346 1.4478 -1.8698
O 0.5103 2.0952 -2.7258
O 0.1440 0.6060 -0.8299
O -1.5954 0.8713 -2.4974
O 2.7640 -0.4492 0.2669
H 3.1483 0.0175 -0.4856
O 1.1428 -1.7181 -1.7266
C 1.3282 -1.9191 -2.8930
O 2.3135 -2.7259 -3.3178
C 2.3736 -2.7961 -4.7734
C 1.3607 -1.7662 -5.2600
C 0.4467 -1.5227 -4.0534
H 2.1487 -3.8282 -5.0308
H 3.4010 -2.5395 -5.0127
H 0.7962 -2.0287 -6.1563
H 1.8589 -0.8413 -5.5600
H -0.4397 -2.1530 -4.0530
H 0.1592 -0.4772 -3.9781
O -1.1381 -1.3059 0.4718
C -2.1882 -0.8256 0.8195
O -2.3503 -0.2253 1.9964
C -3.6136 0.4679 2.0390
C -4.4830 -0.1921 0.9665
C -3.4567 -0.7786 0.0039
H -3.4459 1.5267 1.8489
H -4.0041 0.3541 3.0473
H -5.1646 0.5195 0.5022
H -5.1127 -0.9598 1.4165
H -3.1839 -0.1307 -0.8385
H -3.7431 -1.7478 -0.3922
O 0.6298 0.7575 1.6899
C 1.0316 1.7937 2.1540
O 2.1944 2.3307 1.8134
C 2.4758 3.5007 2.6016
C 1.1167 3.9496 3.1593
C 0.3084 2.6370 3.1678
H 2.8791 4.2384 1.9123
H 3.2289 3.2793 3.3559
H 0.6967 4.6540 2.4425
H 1.1632 4.4039 4.1443
H -0.7251 2.7926 2.8749
H 0.3627 2.1676 4.1488
```

Summary:
relative energy (zero: lowest compared OMol25 entry of this formula, charge and spin): 0.000 eV
F_max: 1.83 eV/Å
frontier orbital gap (alpha / beta): 9.1 / 10.1 eV
HOMO energy (alpha / beta): -8.92 / -9.53 eV
net charge: 0
2S+1: 4
<S²>: 3.78

Results of the Mulliken charge analysis, in e, for atoms 1 through 4: 0.544 -1.290 0.889 -0.564

2.
DFT (wB97M-V/def2-TZVPD) results for 3 unconnected molecules or ions with the total composition C15H22F9INO9P in a non-equilibrium geometry.

XYZ file:
```
58
C15H22F9INO9P (wB97M-V/def2-TZVPD)
O -5.3013 5.1233 -5.9459
C -5.4065 4.0584 -5.1514
N -6.3676 2.9080 -5.2645
P -6.4344 2.1573 -6.8678
O -5.4795 2.9707 -8.0706
I -5.3202 -0.0825 -6.6747
O -4.5003 4.0483 -3.9550
C -4.8244 5.1910 -3.0691
C -3.8343 5.3472 -1.7703
C -2.2190 5.1885 -2.1386
F -1.9285 5.5199 -3.5839
F -1.5294 6.2767 -1.3587
C -1.6203 3.6881 -1.8476
F -2.7886 2.7307 -1.8700
F -0.7041 3.3409 -2.9894
C -0.8437 3.5195 -0.4123
F 0.4222 4.3391 -0.3171
F -1.8301 3.9279 0.6452
C -0.3987 1.9774 -0.0467
F -0.4955 1.0225 -1.1790
F 1.0533 1.9865 0.3528
F -1.1336 1.4603 1.1685
H -7.3288 3.1300 -4.9245
H -6.0386 2.9919 -8.9260
H -5.9213 5.0238 -2.6317
H -4.8454 6.2298 -3.6144
H -3.9723 6.4616 -1.3646
H -4.1556 4.6545 -0.8532
C 1.2253 -1.1816 1.0490
C 1.4937 -2.6760 1.0615
O 1.8884 -3.1447 -0.2342
C 3.1514 -2.8243 -0.6181
O 3.9615 -2.1901 0.0365
O 3.3449 -3.3111 -1.8700
C 4.5994 -2.9444 -2.4381
H 0.4866 -0.9290 0.2813
H 0.8555 -0.8459 2.0230
H 2.1300 -0.6117 0.8154
H 0.5699 -3.2037 1.3196
H 2.2431 -2.9496 1.8142
H 5.4317 -3.2358 -1.7879
H 4.6201 -1.8675 -2.6316
H 4.7082 -3.4691 -3.3919
C 2.9606 -5.2177 8.0032
C 2.0334 -5.1238 6.8046
O 2.5067 -4.1604 5.8546
C 3.5808 -4.5397 5.1147
O 4.1593 -5.6109 5.1858
O 3.9145 -3.5067 4.3004
C 5.1020 -3.7342 3.5462
H 3.1034 -4.2321 8.4584
H 2.5543 -5.9015 8.7551
H 3.9532 -5.5796 7.7173
H 1.0494 -4.7795 7.1390
H 1.8882 -6.0987 6.3236
H 5.0355 -4.6628 2.9684
H 5.9688 -3.7569 4.2139
H 5.2263 -2.9022 2.8466
```

Summary:
F_max: 8.68 eV/Å
SMILES: O=C(NP(O)I)OCCC(F)(F)C(F)(F)C(F)(F)C(F)(F)F.CCOC(=O)OC.CCOC(=O)OC
frontier orbital gap: 8.6 eV
HOMO energy: -9.07 eV
net charge: 0

Results of the Mulliken charge analysis, in e, for atoms 1 through 4: -0.476 0.320 -0.252 0.202

3.
DFT (wB97M-V/def2-TZVPD) results for a single C15H22N2O2 molecule.

XYZ file:
```
41
C15H22N2O2 (wB97M-V/def2-TZVPD)
C -5.0868 -2.9938 -0.1312
C -4.9414 -1.5844 0.4118
O -3.7625 -1.0085 -0.1490
C -3.5473 0.2870 0.1776
O -4.2879 0.9345 0.8818
N -2.4164 0.7621 -0.3866
C -1.5459 -0.0560 -1.2083
C -0.1445 0.5486 -1.2503
C 0.2460 1.0365 0.1558
N 1.6246 1.4529 0.2434
C 2.6936 0.5794 0.1648
C 3.9578 1.0926 -0.1423
C 5.0694 0.2791 -0.1671
C 4.9708 -1.0810 0.1071
C 6.1884 -1.9554 0.0691
C 3.7175 -1.5908 0.4092
C 2.5945 -0.7842 0.4384
C -0.6736 2.1958 0.5753
C -2.0162 2.1313 -0.1656
H -5.1658 -2.9709 -1.2147
H -5.9803 -3.4526 0.2819
H -4.2209 -3.5914 0.1410
H -4.8528 -1.5861 1.5043
H -5.8030 -0.9628 0.1443
H -1.9575 -0.1442 -2.2221
H -1.5094 -1.0592 -0.7752
H 0.5666 -0.2066 -1.5882
H -0.1013 1.3853 -1.9501
H 0.1041 0.2059 0.8547
H 1.8084 2.3482 -0.1884
H 4.0577 2.1477 -0.3592
H 6.0337 0.7041 -0.4079
H 5.9397 -2.9789 0.3381
H 6.9440 -1.5881 0.7629
H 6.6268 -1.9566 -0.9288
H 3.6093 -2.6445 0.6259
H 1.6414 -1.2275 0.6811
H -0.8371 2.1561 1.6516
H -0.1932 3.1494 0.3490
H -1.9436 2.6381 -1.1342
H -2.8042 2.6099 0.4174
```

Summary:
relative energy (zero: lowest compared OMol25 entry of this formula, charge and spin): 0.000 eV
F_max: 0.52 eV/Å
SMILES: CCOC(=O)N1CCC(Nc2ccc(C)cc2)CC1
frontier orbital gap: 8.4 eV
HOMO energy: -7.63 eV
net charge: 0

Results of the Mulliken charge analysis, in e, for atoms 1 through 4: -1.233 -0.226 -0.312 0.654

4.
DFT (wB97M-V/def2-TZVPD) results for a single C15H22N2O3 molecule in a non-equilibrium geometry.

XYZ file:
```
42
C15H22N2O3 (wB97M-V/def2-TZVPD)
O -5.5466 -1.6227 -4.0459
N -5.4899 -0.5868 -3.4125
O -6.4237 0.1777 -3.2645
C -4.2432 -0.2450 -2.8012
C -4.1326 0.9318 -2.0694
C -2.9357 1.2673 -1.4746
C -1.8251 0.4268 -1.6099
O -0.6087 0.6534 -1.0922
C -0.3672 1.8097 -0.3044
C -0.9814 1.7108 1.1000
C 0.0242 1.2702 2.1645
C 0.7506 -0.0367 1.8129
N 1.9203 0.2291 0.9903
C 3.1222 0.5217 1.7507
C 3.7864 -0.7180 2.3650
C 4.0729 -1.7502 1.2775
C 2.7867 -2.0635 0.5175
C 2.1934 -0.7622 -0.0330
C -1.9529 -0.7588 -2.3526
C -3.1457 -1.0936 -2.9423
H -4.9962 1.5723 -1.9746
H -2.8715 2.1811 -0.9071
H 0.7210 1.8499 -0.2253
H -0.7259 2.6985 -0.8353
H -1.3924 2.6807 1.3875
H -1.8072 0.9958 1.0716
H -0.5109 1.1442 3.1078
H 0.7656 2.0580 2.3031
H 0.0690 -0.6825 1.2563
H 1.0121 -0.5582 2.7448
H 2.8743 1.2398 2.5358
H 3.8301 1.0009 1.0657
H 4.7101 -0.4228 2.8654
H 3.1259 -1.1564 3.1166
H 4.4875 -2.6594 1.7187
H 4.8127 -1.3464 0.5814
H 2.9875 -2.7530 -0.3041
H 2.0677 -2.5378 1.1898
H 1.2686 -0.9560 -0.5790
H 2.9090 -0.3143 -0.7316
H -1.0869 -1.3939 -2.4484
H -3.2540 -2.0016 -3.5149
```

Summary:
relative energy (zero: lowest compared OMol25 entry of this formula, charge and spin): 4.846 eV
F_max: 1.36 eV/Å
SMILES: O=[N+]([O-])c1ccc(OCCCCN2CCCCC2)cc1
frontier orbital gap: 8.1 eV
HOMO energy: -8.31 eV
net charge: 0

Results of the Mulliken charge analysis, in e, for atoms 1 through 4: -0.628 1.008 -0.626 -0.165

5.
DFT (wB97M-V/def2-TZVPD) results for a single C15H22N2O5 molecule in a non-equilibrium geometry.

XYZ file:
```
44
C15H22N2O5 (wB97M-V/def2-TZVPD)
O 5.0247 2.9211 0.7122
N 3.9592 3.1821 0.1919
O 3.4482 4.2834 0.1856
C 3.2510 2.1120 -0.4551
C 3.8028 0.8355 -0.4728
C 3.1046 -0.1890 -1.0775
C 1.8663 0.0398 -1.6780
C 1.0907 -1.1085 -2.2819
N -0.1134 -1.5129 -1.5815
C -1.2461 -0.6127 -1.6986
C -2.5878 -1.3402 -1.4937
O -2.9394 -1.5858 -0.1506
C -3.4046 -0.4593 0.5669
C -3.1532 -0.7140 2.0616
O -2.8818 0.4353 2.8359
C -1.7204 1.1772 2.5336
C -0.4372 0.3535 2.3919
O -0.4192 -0.2098 1.1024
C 0.5190 -1.2393 0.8949
C 0.0700 -2.1246 -0.2877
C 1.3506 1.3345 -1.6809
C 2.0278 2.3666 -1.0638
H 4.7631 0.6689 -0.0092
H 3.5227 -1.1852 -1.0859
H 0.7969 -0.8442 -3.3033
H 1.7397 -1.9883 -2.3348
H -1.1817 0.2281 -0.9975
H -1.2464 -0.2228 -2.7203
H -3.3807 -0.7580 -1.9847
H -2.5331 -2.3258 -1.9628
H -4.4737 -0.3011 0.3636
H -2.8630 0.4400 0.2612
H -2.3359 -1.4407 2.1301
H -4.0374 -1.1497 2.5310
H -1.8504 1.7613 1.6119
H -1.6190 1.8705 3.3717
H 0.4348 1.0104 2.5356
H -0.4080 -0.4306 3.1624
H 1.5166 -0.8104 0.7266
H 0.5767 -1.8838 1.7858
H 0.8093 -2.9238 -0.3972
H -0.8888 -2.5686 -0.0141
H 0.4148 1.5381 -2.1760
H 1.6316 3.3705 -1.0485
```

Summary:
relative energy (zero: lowest compared OMol25 entry of this formula, charge and spin): 5.886 eV
F_max: 1.43 eV/Å
SMILES: O=[N+]([O-])c1ccc(CN2CCOCCOCCOCC2)cc1
frontier orbital gap: 7.9 eV
HOMO energy: -8.46 eV
net charge: 0

Results of the Mulliken charge analysis, in e, for atoms 1 through 4: -0.619 1.007 -0.614 -0.182